Record 1
ORCA calculation (ωB97M-V/def2-TZVPD) on 2 unconnected molecules or ions with the total composition C41H37N7O7 in a non-equilibrium geometry.

LUMO energy (hartree): -0.1002
Total charge: 0
Electronic energy (Eh): -2494.0898

Geometry (Å):
C (-0.380, -4.660, 2.656)
C (-0.833, -3.295, 2.194)
C (-0.825, -2.979, 0.839)
C (-1.211, -1.709, 0.376)
C (-1.169, -1.445, -1.098)
C (-1.571, -0.742, 1.324)
N (-1.805, 0.609, 0.923)
C (-2.844, 1.044, 0.101)
C (-3.824, 0.172, -0.519)
C (-4.276, 0.501, -1.818)
C (-5.111, -0.378, -2.507)
C (-5.548, -1.559, -1.889)
C (-5.160, -1.860, -0.574)
C (-4.339, -0.976, 0.122)
N (-2.827, 2.347, -0.017)
N (-1.770, 2.797, 0.762)
C (-1.689, 4.218, 0.970)
C (-2.846, 4.876, 1.428)
C (-4.148, 4.170, 1.641)
C (-2.758, 6.246, 1.713)
C (-1.556, 6.943, 1.550)
C (-1.496, 8.401, 1.905)
C (-0.446, 6.278, 1.021)
C (-0.518, 4.930, 0.643)
C (0.626, 4.312, -0.082)
C (-1.156, 1.757, 1.361)
C (0.089, 1.874, 2.128)
O (0.634, 2.995, 2.335)
C (0.840, 0.651, 2.568)
C (1.351, 0.625, 3.948)
C (1.412, -0.081, 1.508)
C (1.346, 0.393, 0.167)
C (1.959, -0.306, -0.867)
C (2.726, -1.429, -0.567)
C (2.826, -1.905, 0.741)
C (2.186, -1.246, 1.769)
C (-1.686, -1.062, 2.674)
C (-2.147, -0.057, 3.680)
C (-1.280, -2.336, 3.100)
H (-0.420, -4.736, 3.750)
H (-1.013, -5.455, 2.233)
H (0.654, -4.867, 2.338)
H (-0.473, -3.728, 0.115)
H (-0.965, -0.393, -1.317)
H (-0.367, -2.039, -1.560)
H (-2.114, -1.723, -1.590)
H (-3.917, 1.430, -2.266)
H (-5.421, -0.139, -3.529)
H (-6.210, -2.244, -2.423)
H (-5.493, -2.781, -0.082)
H (-4.059, -1.182, 1.159)
H (-4.910, 4.928, 1.870)
H (-4.466, 3.622, 0.745)
H (-4.126, 3.469, 2.492)
H (-3.650, 6.774, 2.071)
H (-0.459, 8.740, 1.956)
H (-2.019, 9.021, 1.163)
H (-1.977, 8.587, 2.873)
H (0.498, 6.807, 0.868)
H (1.250, 5.096, -0.523)
H (1.283, 3.766, 0.603)
H (0.301, 3.626, -0.874)
H (2.407, 0.337, 3.933)
H (1.242, 1.640, 4.360)
H (0.853, -0.111, 4.597)
H (0.886, 1.365, -0.031)
H (1.850, 0.045, -1.894)
H (3.259, -1.938, -1.357)
H (3.417, -2.800, 0.935)
H (2.301, -1.600, 2.797)
H (-2.502, -0.593, 4.571)
H (-1.320, 0.595, 3.996)
H (-2.969, 0.565, 3.304)
H (-1.295, -2.553, 4.174)
O (6.707, -5.003, -7.094)
N (6.838, -5.115, -5.860)
O (7.686, -5.863, -5.322)
C (5.958, -4.350, -4.980)
C (6.073, -4.481, -3.593)
C (5.108, -3.898, -2.741)
N (5.037, -4.382, -1.375)
O (6.024, -4.919, -0.841)
O (3.933, -4.268, -0.782)
C (4.101, -3.024, -3.224)
C (4.027, -2.872, -4.607)
N (3.004, -2.316, -5.377)
O (2.025, -1.640, -5.089)
O (3.255, -2.722, -6.708)
N (4.388, -3.491, -6.785)
C (4.862, -3.550, -5.515)
H (6.860, -5.086, -3.153)
H (3.278, -2.668, -2.620)

Atom charges from the Mulliken analysis, given in e for atoms 1 to 6:
1. C -1.6463
2. C 0.7835
3. C -0.7711
4. C 2.0485
5. C -2.3952
6. C -1.1430

=====

Record 2
ORCA calculation (ωB97M-V/def2-TZVPD) on a molecular structure, C41H38Cl6N4O3S4Ti.

LUMO energy (hartree): -0.2355
Total charge: +2
Electronic energy (Eh): -7232.9397

Geometry (Å):
Ti (0.195, -0.280, 0.583)
C (4.138, 5.802, 12.233)
O (2.926, 6.001, 11.512)
C (2.772, 5.364, 10.341)
C (3.717, 4.503, 9.784)
C (3.443, 3.898, 8.567)
C (2.249, 4.134, 7.897)
C (1.310, 5.000, 8.469)
C (1.567, 5.608, 9.674)
C (1.935, 3.503, 6.619)
N (0.795, 3.625, 5.966)
C (0.945, 2.865, 4.846)
C (2.188, 2.271, 4.800)
N (2.816, 2.691, 5.946)
C (2.609, 1.428, 3.730)
C (3.863, 0.804, 3.609)
C (4.134, 0.027, 2.511)
C (3.152, -0.147, 1.536)
N (1.961, 0.432, 1.616)
C (1.687, 1.216, 2.695)
C (0.364, 1.790, 2.764)
N (-0.489, 1.449, 1.771)
C (-1.721, 1.933, 1.785)
C (-2.172, 2.803, 2.781)
C (-1.320, 3.148, 3.803)
C (-0.015, 2.628, 3.813)
H (4.055, 6.414, 13.125)
H (4.998, 6.128, 11.645)
H (4.252, 4.754, 12.517)
H (4.650, 4.297, 10.284)
H (4.195, 3.227, 8.166)
H (0.379, 5.185, 7.953)
H (0.850, 6.278, 10.127)
H (3.742, 2.459, 6.260)
H (4.616, 0.928, 4.377)
H (5.087, -0.467, 2.392)
H (3.332, -0.782, 0.681)
H (-2.381, 1.593, 0.995)
H (-3.186, 3.174, 2.745)
H (-1.631, 3.800, 4.609)
Cl (5.001, -4.763, -2.957)
C (3.796, -3.893, -2.114)
C (3.680, -2.514, -2.295)
Cl (4.740, -1.682, -3.355)
C (2.694, -1.815, -1.610)
Cl (2.522, -0.108, -1.789)
C (1.826, -2.483, -0.753)
O (0.885, -1.769, -0.099)
C (1.947, -3.852, -0.555)
Cl (0.880, -4.642, 0.531)
C (2.932, -4.561, -1.242)
Cl (3.077, -6.246, -1.011)
C (-3.443, -1.835, -4.398)
C (-2.504, -2.892, -3.829)
S (-1.490, -2.335, -2.430)
C (-2.152, -3.296, -1.051)
C (-3.478, -2.844, -0.456)
S (-3.481, -1.155, 0.222)
C (-4.681, -0.317, -0.843)
C (-4.269, -0.110, -2.301)
S (-4.885, -1.430, -3.390)
H (-3.858, -2.204, -5.338)
H (-2.903, -0.919, -4.648)
H (-1.821, -3.226, -4.611)
H (-3.075, -3.765, -3.508)
H (-1.364, -3.276, -0.298)
H (-2.236, -4.339, -1.363)
H (-3.759, -3.521, 0.352)
H (-4.264, -2.885, -1.208)
H (-4.856, 0.646, -0.357)
H (-5.623, -0.863, -0.773)
H (-3.183, -0.097, -2.372)
H (-4.666, 0.842, -2.659)
C (4.913, 3.885, -3.316)
C (3.545, 3.506, -2.837)
C (3.135, 3.803, -1.539)
C (1.876, 3.439, -1.092)
C (1.020, 2.757, -1.953)
C (1.409, 2.447, -3.257)
C (2.661, 2.831, -3.687)
S (-0.521, 2.315, -1.268)
C (-1.604, 2.287, -2.678)
O (-0.486, 0.786, -0.907)
H (5.324, 4.712, -2.740)
H (4.902, 4.164, -4.368)
H (5.592, 3.035, -3.210)
H (3.801, 4.344, -0.879)
H (1.555, 3.696, -0.088)
H (0.754, 1.905, -3.927)
H (2.970, 2.604, -4.699)
H (-1.393, 1.388, -3.255)
H (-1.431, 3.192, -3.257)
H (-2.626, 2.267, -2.308)
Cl (0.515, -1.915, 2.979)
C (-0.900, -1.358, 2.011)
H (-1.546, -0.782, 2.664)
H (-1.400, -2.241, 1.628)

Atom charges from the Mulliken analysis, given in e for atoms 1 to 6:
1. Ti -0.1628
2. C -0.8454
3. O -0.4550
4. C 0.8689
5. C -0.7544
6. C -0.7022

=====

Record 3
ORCA calculation (ωB97M-V/def2-TZVPD) on a molecular structure, C41H39BrCl2F2N3RuS in a non-equilibrium geometry.

2S+1: 6
LUMO energy (alpha / beta) (hartree): 0.0169 / -0.0618
⟨S²⟩: 8.8079
Total charge: 0
Electronic energy (Eh): -5937.1937

Geometry (Å):
Ru (0.029, 0.333, -0.097)
F (-1.594, -3.613, 3.332)
C (-1.953, -2.764, 2.345)
C (-0.971, -2.152, 1.589)
C (-1.312, -1.282, 0.559)
C (-2.685, -1.073, 0.278)
C (-3.637, -1.681, 1.102)
F (-4.957, -1.392, 0.957)
C (-3.301, -2.524, 2.141)
C (-3.057, -0.157, -0.798)
C (-4.251, -0.262, -1.516)
C (-4.551, 0.684, -2.474)
C (-3.631, 1.698, -2.738)
C (-2.449, 1.705, -2.026)
N (-2.164, 0.819, -1.076)
H (0.062, -2.375, 1.821)
H (-4.055, -2.957, 2.779)
H (-4.936, -1.071, -1.314)
H (-5.485, 0.636, -3.015)
H (-3.834, 2.467, -3.468)
H (-1.703, 2.468, -2.224)
Cl (-0.233, 2.994, 0.201)
C (0.702, 3.809, -1.005)
C (0.570, 5.181, -1.137)
C (1.353, 5.859, -2.056)
C (2.252, 5.157, -2.845)
C (2.343, 3.784, -2.737)
Cl (3.416, 2.926, -3.773)
C (1.567, 3.061, -1.815)
S (1.675, 1.334, -1.779)
H (-0.145, 5.704, -0.523)
H (1.270, 6.931, -2.155)
H (2.878, 5.667, -3.560)
C (-2.112, -1.391, -5.284)
C (-1.259, -1.785, -4.121)
C (-1.021, -3.126, -3.827)
C (-0.175, -3.460, -2.783)
C (0.357, -2.420, -2.051)
Br (1.631, -2.783, -0.701)
N (0.095, -1.139, -2.254)
C (-0.668, -0.834, -3.302)
H (-2.122, -2.173, -6.039)
H (-1.745, -0.474, -5.736)
H (-3.135, -1.221, -4.948)
H (-1.466, -3.899, -4.433)
H (0.077, -4.484, -2.553)
H (-0.791, 0.222, -3.498)
C (-4.108, 2.167, 2.365)
C (-2.783, 2.002, 3.045)
C (-2.621, 2.405, 4.371)
C (-1.398, 2.232, 5.009)
C (-1.211, 2.622, 6.448)
C (-0.328, 1.697, 4.320)
C (-0.440, 1.266, 2.973)
C (-1.723, 1.431, 2.384)
N (0.522, 0.726, 2.211)
C (1.893, 0.579, 2.642)
C (2.049, -0.387, 3.835)
C (3.525, -0.533, 4.202)
C (4.122, 0.834, 4.538)
C (4.012, 1.752, 3.321)
C (4.770, 1.134, 2.148)
C (4.152, -0.225, 1.823)
C (4.289, -1.147, 3.033)
C (2.673, -0.055, 1.482)
C (2.546, 1.944, 2.942)
H (-4.708, 2.916, 2.877)
H (-4.658, 1.227, 2.381)
H (-3.986, 2.459, 1.324)
H (-3.451, 2.855, 4.897)
H (-2.148, 2.944, 6.896)
H (-0.486, 3.431, 6.528)
H (-0.829, 1.776, 7.018)
H (0.597, 1.603, 4.863)
H (-1.859, 1.104, 1.358)
H (1.640, -1.357, 3.544)
H (1.490, -0.050, 4.704)
H (3.601, -1.188, 5.078)
H (5.173, 0.718, 4.814)
H (3.602, 1.275, 5.392)
H (4.443, 2.732, 3.560)
H (5.823, 1.009, 2.409)
H (4.717, 1.791, 1.278)
H (4.659, -0.668, 0.960)
H (5.343, -1.263, 3.293)
H (3.885, -2.134, 2.799)
H (2.241, -1.037, 1.278)
H (2.577, 0.575, 0.586)
H (2.471, 2.564, 2.044)
H (2.020, 2.467, 3.739)

Atom charges from the Mulliken analysis, given in e for atoms 1 to 6:
1. Ru 0.8842
2. F -0.3733
3. C 0.2398
4. C -0.4201
5. C -0.1930
6. C 0.8774

=====

Record 4
ORCA calculation (ωB97M-V/def2-TZVPD) on a molecular structure, C41H39BrN9O3RbS2 in a non-equilibrium geometry.

LUMO energy (hartree): 0.0044
Total charge: 0
Electronic energy (Eh): -5698.6710

Geometry (Å):
Rb (13.314, 12.225, 10.264)
C (10.651, 11.622, 12.838)
N (11.968, 12.154, 12.789)
C (12.073, 13.544, 13.303)
C (13.466, 13.956, 13.104)
N (13.841, 14.828, 12.189)
C (15.223, 14.739, 12.158)
C (16.163, 15.381, 11.412)
C (17.493, 14.954, 11.615)
C (17.820, 14.109, 12.602)
C (16.912, 13.510, 13.484)
C (15.616, 13.891, 13.220)
N (14.446, 13.332, 13.785)
C (10.485, 10.624, 11.753)
N (10.912, 10.687, 10.539)
C (10.423, 9.591, 9.885)
C (10.616, 9.161, 8.591)
C (10.122, 7.899, 8.247)
C (9.347, 7.146, 9.152)
C (9.101, 7.639, 10.435)
C (9.671, 8.800, 10.795)
N (9.782, 9.427, 12.010)
H (9.915, 12.382, 12.664)
H (10.293, 11.068, 13.757)
H (12.638, 11.571, 13.242)
H (11.667, 13.757, 14.274)
H (11.504, 14.087, 12.585)
H (16.006, 16.079, 10.647)
H (18.242, 15.308, 10.963)
H (18.804, 13.729, 12.742)
H (17.231, 12.795, 14.238)
H (14.494, 12.276, 13.913)
H (11.164, 9.792, 7.946)
H (10.348, 7.559, 7.272)
H (8.822, 6.245, 8.858)
H (8.557, 7.051, 11.136)
H (9.416, 9.032, 12.858)
C (16.457, 8.595, 7.240)
C (15.035, 8.794, 6.576)
C (14.149, 7.768, 6.345)
C (12.909, 8.020, 5.835)
C (12.622, 9.349, 5.454)
Br (10.853, 9.705, 4.799)
N (13.402, 10.359, 5.750)
C (14.637, 10.061, 6.271)
H (16.353, 7.882, 8.037)
H (16.702, 9.615, 7.622)
H (17.123, 8.157, 6.466)
H (14.291, 6.729, 6.579)
H (12.190, 7.257, 5.641)
H (15.242, 10.935, 6.487)
O (10.307, 13.908, 10.525)
S (9.012, 14.164, 9.838)
C (9.081, 13.201, 8.319)
C (10.495, 13.161, 7.826)
C (10.685, 14.232, 6.751)
C (11.890, 13.878, 5.802)
S (13.537, 14.072, 6.437)
O (13.581, 13.226, 7.726)
C (13.437, 15.761, 7.008)
C (13.332, 16.831, 6.162)
C (13.281, 18.104, 6.610)
C (13.533, 18.369, 7.936)
C (13.639, 17.291, 8.803)
C (13.555, 16.016, 8.329)
C (9.218, 15.772, 9.052)
C (10.297, 16.583, 9.328)
C (10.407, 17.729, 8.540)
C (9.476, 17.991, 7.514)
C (8.375, 17.184, 7.331)
C (8.193, 16.098, 8.147)
H (8.393, 13.585, 7.540)
H (8.823, 12.166, 8.508)
H (10.614, 12.204, 7.316)
H (11.146, 13.367, 8.582)
H (10.862, 15.273, 7.233)
H (9.866, 14.321, 5.982)
H (11.759, 14.453, 4.873)
H (11.778, 12.832, 5.483)
H (13.155, 16.562, 5.082)
H (13.136, 18.899, 5.854)
H (13.753, 19.411, 8.180)
H (13.865, 17.511, 9.844)
H (13.693, 15.222, 9.037)
H (11.142, 16.313, 9.974)
H (11.231, 18.464, 8.771)
H (9.590, 18.912, 7.037)
H (7.609, 17.514, 6.603)
H (7.347, 15.462, 7.997)
O (14.476, 10.641, 12.975)
N (15.240, 9.603, 13.169)
C (15.576, 8.976, 12.100)
C (15.188, 9.600, 10.827)
N (14.988, 9.870, 9.744)
C (16.213, 7.686, 12.122)
N (16.707, 6.664, 12.098)

Atom charges from the Mulliken analysis, given in e for atoms 1 to 6:
1. Rb 0.6496
2. C -1.3653
3. N 0.4549
4. C -0.2930
5. C -0.2315
6. N -0.3217

=====

Record 5
ORCA calculation (ωB97M-V/def2-TZVPD) on a molecular structure, C41H40AsCl2KN9O2S.

LUMO energy (hartree): 0.0789
Total charge: -1
Electronic energy (Eh): -6384.1632

Geometry (Å):
K (-0.633, 1.222, 0.683)
Cl (-3.762, 7.140, 1.548)
C (-2.659, 6.020, 0.794)
C (-1.804, 5.282, 1.597)
C (-0.903, 4.346, 1.067)
N (-0.061, 3.561, 1.851)
C (-0.491, 3.175, 3.048)
O (-1.575, 3.391, 3.632)
C (0.438, 2.206, 3.761)
C (-0.140, 1.059, 4.312)
C (0.671, 0.144, 4.958)
C (2.026, 0.420, 5.071)
C (2.498, 1.596, 4.513)
N (1.737, 2.469, 3.861)
C (-0.859, 4.203, -0.349)
C (-1.728, 4.962, -1.132)
C (-2.632, 5.855, -0.582)
Cl (-3.691, 6.751, -1.633)
N (0.080, 3.382, -0.992)
C (-0.338, 2.387, -1.727)
O (-1.482, 1.851, -1.809)
C (0.781, 1.662, -2.437)
C (0.995, 1.787, -3.806)
C (2.042, 1.092, -4.381)
C (2.841, 0.293, -3.575)
C (2.545, 0.223, -2.226)
N (1.531, 0.878, -1.661)
H (-1.843, 5.413, 2.666)
H (-1.209, 0.916, 4.218)
H (0.253, -0.766, 5.373)
H (2.703, -0.258, 5.575)
H (3.553, 1.847, 4.582)
H (-1.694, 4.839, -2.206)
H (0.347, 2.425, -4.390)
H (2.242, 1.176, -5.442)
H (3.681, -0.256, -3.981)
H (3.149, -0.381, -1.560)
N (3.408, 2.863, -0.073)
C (3.888, 2.327, 1.205)
C (3.936, 0.807, 1.216)
N (2.618, 0.183, 1.334)
C (2.657, -1.271, 1.183)
C (1.597, -1.967, 2.025)
N (0.273, -1.385, 1.766)
H (2.409, 2.693, -0.180)
H (3.467, 3.875, -0.038)
H (4.916, 2.677, 1.344)
H (3.295, 2.675, 2.055)
H (4.469, 0.474, 0.310)
H (4.530, 0.483, 2.078)
H (2.022, 0.564, 0.607)
H (2.536, -1.573, 0.135)
H (3.639, -1.631, 1.508)
H (1.580, -3.029, 1.768)
H (1.875, -1.877, 3.082)
H (-0.474, -2.002, 2.069)
H (0.208, -0.565, 2.365)
N (-4.097, 2.854, 2.312)
C (-3.731, 1.979, 1.351)
N (-3.592, 2.470, 0.118)
S (-3.479, 0.337, 1.718)
H (-3.896, 3.828, 2.124)
H (-3.807, 2.581, 3.239)
H (-3.550, 3.473, -0.010)
H (-3.132, 1.939, -0.616)
C (-2.239, -2.829, -5.738)
C (-1.185, -1.957, -5.496)
C (-0.793, -1.690, -4.193)
C (-1.435, -2.307, -3.120)
C (-2.493, -3.172, -3.368)
C (-2.894, -3.430, -4.674)
As (-0.754, -1.839, -1.341)
C (0.609, -3.240, -1.285)
C (1.824, -3.262, -1.953)
C (2.704, -4.317, -1.755)
C (2.371, -5.349, -0.884)
C (1.150, -5.341, -0.227)
C (0.259, -4.291, -0.431)
C (-1.086, -4.176, 0.165)
C (-1.661, -5.078, 1.055)
C (-2.947, -4.855, 1.526)
C (-3.662, -3.735, 1.118)
C (-3.090, -2.822, 0.241)
C (-1.807, -3.045, -0.237)
H (-2.553, -3.032, -6.754)
H (-0.678, -1.474, -6.322)
H (0.009, -0.982, -4.008)
H (-3.005, -3.654, -2.543)
H (-3.721, -4.104, -4.859)
H (2.088, -2.458, -2.629)
H (3.653, -4.334, -2.276)
H (3.063, -6.166, -0.724)
H (0.893, -6.157, 0.438)
H (-1.113, -5.953, 1.383)
H (-3.393, -5.555, 2.221)
H (-4.661, -3.560, 1.499)
H (-3.631, -1.928, -0.041)

Atom charges from the Mulliken analysis, given in e for atoms 1 to 6:
1. K 1.1343
2. Cl -0.2358
3. C 0.5719
4. C -1.1675
5. C 0.6142
6. N -0.7093